1.
The following is a DFT calculation (ωB97M-V/def2-TZVPD) of a molecular structure, C56H55Br2LuN4O2P2.

Each line ends with the Löwdin charge.
Geometry (Å):
Lu -0.124 0.779 0.262  1.350
Br -2.048 3.340 2.283  0.761
C -0.441 3.428 3.327  -0.950
Br 1.118 2.764 2.389  0.741
H -0.597 2.763 4.176  0.013
H -0.250 4.459 3.613  0.019
C -4.948 3.736 0.716  -0.063
C -5.829 3.215 -0.390  -0.218
C -7.219 3.219 -0.280  -0.026
C -8.018 2.752 -1.317  -0.053
C -7.452 2.208 -2.464  -0.057
C -6.071 2.160 -2.571  -0.007
C -5.273 2.680 -1.548  -0.219
N -3.853 2.631 -1.710  0.156
C -3.031 1.857 -0.960  -0.407
N -3.666 0.923 -0.236  0.152
C -3.273 0.140 0.909  -0.252
C -1.957 0.073 1.380  -0.310
C -1.740 -0.763 2.487  -0.152
C -2.786 -1.450 3.095  -0.066
C -4.065 -1.276 2.621  -0.040
C -4.337 -0.529 1.499  -0.212
C -5.745 -0.498 0.970  -0.017
N -1.706 2.016 -0.966  -0.028
C -1.251 3.073 -1.834  -0.336
C -1.126 4.368 -1.365  -0.053
C -0.685 5.380 -2.215  -0.049
C -0.327 5.078 -3.528  -0.047
C -0.462 3.773 -3.996  -0.014
C -0.981 2.771 -3.181  -0.223
C -1.274 1.410 -3.701  -0.027
H -5.565 4.390 1.346  0.096
H -4.087 4.294 0.354  0.056
H -4.618 2.888 1.343  0.043
H -7.704 3.621 0.600  0.121
H -9.092 2.784 -1.231  0.113
H -8.057 1.823 -3.270  0.112
H -5.600 1.750 -3.440  0.111
H -3.437 3.251 -2.384  0.154
H -4.650 0.867 -0.441  0.106
H -0.764 -0.820 2.962  0.045
H -2.651 -2.071 3.971  0.108
H -4.892 -1.749 3.140  0.121
H -6.440 -1.041 1.630  0.100
H -5.805 -0.970 0.001  0.090
H -6.132 0.517 0.850  0.077
H -1.428 4.628 -0.352  0.090
H -0.628 6.407 -1.871  0.117
H 0.036 5.862 -4.157  0.109
H -0.227 3.549 -5.020  0.118
H -1.195 1.398 -4.784  0.095
H -2.295 1.090 -3.458  0.079
H -0.602 0.623 -3.345  0.044
C 3.389 -1.641 -0.798  -0.291
N 3.556 -2.427 0.383  -0.150
C 2.648 -2.360 1.510  -0.330
P 1.965 -0.703 2.022  0.982
C 3.497 0.266 2.152  -0.410
C 4.477 0.021 3.107  -0.065
C 5.636 0.801 3.113  -0.041
C 5.841 1.780 2.138  -0.051
C 4.890 1.998 1.142  -0.067
C 3.738 1.246 1.178  -0.200
C 1.510 -1.111 3.764  -0.387
C 1.585 -0.143 4.758  -0.117
C 1.163 -0.406 6.055  -0.059
C 0.638 -1.648 6.377  -0.062
C 0.592 -2.641 5.415  -0.060
C 0.996 -2.378 4.109  -0.090
C 4.500 -3.495 0.346  -0.220
C 4.397 -4.580 1.210  -0.034
C 5.337 -5.595 1.171  -0.073
C 6.394 -5.610 0.269  -0.074
C 6.472 -4.537 -0.588  -0.077
C 5.572 -3.484 -0.533  -0.034
P 1.611 -1.114 -1.191  0.996
C 1.918 -0.489 -2.867  -0.387
C 2.811 0.592 -2.959  -0.137
C 3.160 1.124 -4.186  -0.047
C 2.576 0.604 -5.348  -0.048
C 1.681 -0.460 -5.270  -0.040
C 1.333 -0.997 -4.017  -0.086
C 0.761 -2.714 -1.249  -0.388
C 0.980 -3.754 -2.139  -0.078
C 0.162 -4.869 -2.169  -0.040
C -0.901 -4.978 -1.274  -0.043
C -1.100 -3.997 -0.318  -0.056
C -0.263 -2.894 -0.305  -0.180
H 3.695 -2.206 -1.675  0.096
H 3.969 -0.717 -0.820  0.076
H 3.209 -2.651 2.405  0.094
H 1.794 -3.054 1.456  0.079
H 4.353 -0.760 3.847  0.118
H 6.399 0.644 3.877  0.120
H 6.742 2.388 2.135  0.117
H 5.053 2.777 0.398  0.117
H 2.968 1.410 0.424  0.040
H 1.993 0.835 4.512  0.078
H 1.240 0.370 6.812  0.115
H 0.345 -1.893 7.396  0.118
H 0.298 -3.646 5.678  0.114
H 1.002 -3.158 3.395  0.086
H 3.557 -4.679 1.891  0.103
H 5.215 -6.424 1.854  0.109
H 7.108 -6.412 0.257  0.108
H 7.282 -4.479 -1.282  0.105
H 5.708 -2.663 -1.225  0.105
H 3.297 0.958 -2.052  0.093
H 3.845 1.955 -4.274  0.116
H 2.833 0.966 -6.329  0.113
H 1.233 -0.863 -6.154  0.110
H 0.668 -1.830 -3.936  0.096
H 1.790 -3.685 -2.847  0.114
H 0.344 -5.634 -2.900  0.115
H -1.540 -5.841 -1.340  0.115
H -1.915 -4.091 0.406  0.124
H -0.449 -2.106 0.447  0.060
O 1.165 2.370 -0.850  -0.188
H 1.780 2.051 -1.532  0.040
H 0.689 3.110 -1.279  0.056
O -2.346 -1.259 -2.130  0.184
C -1.598 -0.759 -1.477  -0.067

Calculated values
Strongest force on any atom in eV/Å: 1.44
Electronic energy in a.u.: -9602.364710
Net charge: +2
LUMO energy in hartree: -0.1743

---

2.
The following is a DFT calculation (ωB97M-V/def2-TZVPD) of a molecular structure, C56H56CdN5O2P2SSe.

Each line ends with the Löwdin charge.
Geometry (Å):
Cd 1.457 -0.207 0.920  1.350
C 4.893 -5.042 2.038  -0.106
C 3.488 -4.550 2.358  -0.297
N 3.478 -3.288 3.064  -0.019
C 3.429 -2.065 2.485  -0.833
S 3.598 -1.902 0.765  0.528
N 3.314 -1.061 3.337  -0.015
N 2.951 0.090 2.730  -0.090
C 3.301 1.227 3.189  -0.289
C 4.172 1.412 4.393  -0.036
C 2.818 2.394 2.413  -0.219
C 3.054 3.695 2.847  -0.021
C 2.634 4.758 2.063  -0.068
C 1.991 4.498 0.869  -0.070
C 1.778 3.172 0.522  -0.260
N 2.180 2.149 1.259  0.035
H 4.855 -6.017 1.546  0.064
H 5.389 -4.336 1.372  0.049
H 5.489 -5.136 2.948  0.065
H 2.911 -4.441 1.439  0.071
H 2.965 -5.274 2.986  0.112
H 3.255 -3.280 4.047  0.127
H 4.580 0.447 4.681  0.062
H 4.988 2.107 4.185  0.075
H 3.596 1.808 5.233  0.085
H 3.562 3.868 3.785  0.100
H 2.801 5.777 2.391  0.103
H 1.620 5.292 0.236  0.102
H 1.261 2.915 -0.392  0.034
O -0.424 -0.632 -0.961  -0.392
P -1.038 0.098 -2.098  0.694
C 0.161 1.248 -2.859  -0.285
P 1.876 0.651 -2.662  0.723
O 2.310 0.635 -1.240  -0.406
C 2.870 1.820 -3.623  -0.251
C 2.922 3.139 -3.169  -0.067
C 3.715 4.071 -3.816  -0.076
C 4.471 3.692 -4.918  -0.088
C 4.434 2.381 -5.366  -0.082
C 3.638 1.445 -4.719  -0.068
C 2.016 -0.934 -3.497  -0.287
C 1.541 -1.147 -4.791  -0.104
C 1.675 -2.392 -5.379  -0.083
C 2.269 -3.430 -4.671  -0.078
C 2.739 -3.222 -3.384  -0.058
C 2.621 -1.970 -2.795  -0.059
C -2.539 1.037 -1.794  -0.336
C -2.730 2.350 -2.203  -0.109
C -3.909 3.009 -1.888  -0.082
C -4.896 2.357 -1.166  -0.078
C -4.718 1.035 -0.779  -0.070
C -3.547 0.372 -1.098  -0.079
C -1.555 -1.055 -3.394  -0.274
C -1.405 -2.410 -3.144  -0.054
C -1.817 -3.338 -4.091  -0.070
C -2.365 -2.909 -5.290  -0.092
C -2.523 -1.549 -5.540  -0.090
C -2.131 -0.624 -4.588  -0.086
H 0.114 2.187 -2.295  0.055
H -0.068 1.449 -3.907  0.075
H 2.361 3.429 -2.289  0.092
H 3.753 5.090 -3.454  0.104
H 5.096 4.418 -5.420  0.100
H 5.033 2.081 -6.217  0.102
H 3.620 0.421 -5.067  0.098
H 1.063 -0.345 -5.341  0.112
H 1.294 -2.560 -6.378  0.103
H 2.356 -4.409 -5.126  0.101
H 3.192 -4.031 -2.825  0.110
H 2.970 -1.800 -1.785  0.028
H -1.951 2.884 -2.732  0.095
H -4.042 4.043 -2.178  0.101
H -5.797 2.884 -0.883  0.104
H -5.479 0.533 -0.197  0.110
H -3.387 -0.647 -0.767  0.118
H -0.969 -2.723 -2.204  0.092
H -1.705 -4.395 -3.886  0.105
H -2.684 -3.632 -6.030  0.097
H -2.968 -1.216 -6.469  0.098
H -2.287 0.435 -4.767  0.106
C -0.079 -1.262 6.063  -0.134
C -0.081 -2.533 5.498  -0.119
C -0.020 -2.705 4.126  -0.058
C 0.040 -1.602 3.252  -0.348
C 0.038 -0.327 3.841  -0.108
C -0.017 -0.165 5.213  -0.108
N 0.200 -1.738 1.884  -0.052
C -0.344 -2.842 1.264  -0.337
C 0.339 -3.501 0.227  -0.082
C -0.182 -4.635 -0.374  -0.131
C -1.420 -5.144 0.000  -0.139
C -2.128 -4.479 0.996  -0.110
C -1.607 -3.357 1.616  -0.049
H -0.132 -1.132 7.137  0.081
H -0.119 -3.408 6.138  0.088
H 0.005 -3.706 3.712  0.105
H 0.038 0.549 3.197  0.035
H -0.027 0.840 5.621  0.096
H 1.309 -3.122 -0.071  0.035
H 0.394 -5.126 -1.153  0.092
H -1.822 -6.034 -0.468  0.081
H -3.107 -4.839 1.294  0.091
H -2.178 -2.850 2.384  0.104
C -6.976 3.088 2.923  -0.070
C -5.545 2.876 2.505  -0.298
C -4.948 1.624 2.569  -0.045
C -3.634 1.406 2.168  -0.314
C -3.053 0.027 2.312  -0.090
C -2.864 2.474 1.668  -0.536
Se -1.108 2.156 0.988  0.687
C -3.450 3.752 1.626  -0.318
C -2.708 4.965 1.126  -0.096
C -4.768 3.927 2.039  -0.049
H -7.360 2.217 3.456  0.066
H -7.627 3.260 2.061  0.068
H -7.075 3.953 3.581  0.069
H -5.522 0.781 2.947  0.108
H -3.844 -0.721 2.406  0.075
H -2.420 -0.033 3.203  0.073
H -2.403 -0.223 1.475  0.026
H -1.653 4.740 0.990  0.003
H -2.813 5.793 1.831  0.071
H -3.112 5.297 0.165  0.067
H -5.197 4.925 1.994  0.112

Calculated values
Strongest force on any atom in eV/Å: 0.54
Electronic energy in a.u.: -6242.098946
Net charge: -1
LUMO energy in hartree: 0.0760

---

3.
The following is a DFT calculation (ωB97M-V/def2-TZVPD) of a molecular structure, C56H58Cl2CsN9O7Se.

Each line ends with the Löwdin charge.
Geometry (Å):
Cs -0.254 -0.442 -0.057  1.119
C -5.940 -0.115 3.355  -0.023
C -6.934 0.695 2.566  -0.212
C -8.029 1.274 3.198  -0.063
C -9.020 1.951 2.499  -0.115
C -8.922 2.050 1.119  -0.113
C -7.826 1.509 0.468  -0.030
C -6.820 0.843 1.171  -0.225
N -5.749 0.290 0.471  0.130
C -4.372 0.436 0.801  -0.370
N -4.132 1.552 1.540  0.120
C -2.911 2.002 2.175  -0.262
C -1.698 1.446 1.802  -0.203
C -0.585 1.971 2.476  -0.178
C -0.681 2.983 3.433  -0.124
C -1.932 3.504 3.752  -0.111
C -3.080 3.018 3.131  -0.258
C -4.435 3.592 3.481  -0.071
N -3.510 -0.421 0.410  0.125
C -3.917 -1.473 -0.417  -0.260
C -4.179 -1.234 -1.771  -0.048
C -4.573 -2.253 -2.619  -0.099
C -4.705 -3.546 -2.133  -0.113
C -4.417 -3.793 -0.801  -0.060
C -4.022 -2.782 0.071  -0.205
C -3.743 -3.075 1.522  -0.042
H -6.399 -0.470 4.279  0.077
H -5.047 0.458 3.613  0.080
H -5.598 -0.974 2.777  0.073
H -8.117 1.163 4.274  0.105
H -9.861 2.386 3.025  0.089
H -9.687 2.563 0.550  0.092
H -7.729 1.602 -0.608  0.108
H -5.915 -0.018 -0.474  0.125
H -4.952 2.101 1.730  0.093
H 0.407 1.570 2.241  0.038
H 0.206 3.376 3.924  0.082
H -2.027 4.296 4.491  0.082
H -4.338 4.345 4.266  0.063
H -5.132 2.828 3.843  0.058
H -4.914 4.079 2.623  0.074
H -4.021 -0.228 -2.138  0.079
H -4.738 -2.047 -3.670  0.094
H -4.985 -4.358 -2.793  0.091
H -4.489 -4.807 -0.417  0.102
H -3.279 -4.059 1.632  0.071
H -4.669 -3.087 2.107  0.072
H -3.088 -2.322 1.957  0.054
Se 1.493 -0.065 -2.953  1.172
N 2.082 -0.389 -1.356  -0.414
C 3.321 -0.882 -1.487  -0.387
C 4.119 -1.330 -0.398  -0.006
C 5.348 -1.851 -0.670  -0.077
C 5.835 -1.950 -2.009  -0.095
C 5.094 -1.530 -3.072  -0.046
C 3.805 -0.978 -2.833  -0.412
N 2.970 -0.527 -3.783  -0.216
H 3.734 -1.231 0.610  0.100
H 5.976 -2.182 0.147  0.087
H 6.821 -2.366 -2.178  0.097
H 5.463 -1.606 -4.087  0.106
C -3.870 1.228 -4.599  -0.053
C -2.765 2.114 -4.033  -0.640
C -3.353 3.439 -3.563  -0.053
C -1.707 2.361 -5.118  -0.051
N -2.231 1.389 -2.872  -0.074
N -1.156 1.993 -2.182  -0.018
H -4.325 1.697 -5.475  0.079
H -4.643 1.058 -3.849  0.074
H -3.471 0.255 -4.899  0.088
H -3.900 3.923 -4.376  0.077
H -2.572 4.124 -3.227  0.073
H -4.036 3.266 -2.729  0.086
H -2.153 2.842 -5.992  0.077
H -1.263 1.414 -5.437  0.084
H -0.907 3.011 -4.758  0.068
H -1.917 0.460 -3.149  0.089
H -1.486 2.694 -1.530  0.081
H -0.458 2.398 -2.802  0.043
C -0.797 -4.030 3.979  -0.027
C -0.248 -2.849 3.199  -0.491
C 1.183 -2.935 2.731  -0.017
O -0.958 -1.910 2.934  0.039
H -0.072 -4.409 4.702  0.069
H -1.015 -4.837 3.273  0.081
H -1.721 -3.743 4.476  0.079
H 1.809 -3.424 3.480  0.076
H 1.572 -1.941 2.502  0.047
H 1.217 -3.548 1.823  0.090
Cl 6.063 2.189 -1.098  0.773
C 6.726 3.504 -0.214  -0.593
C 7.390 4.495 -0.921  -0.119
C 7.881 5.605 -0.257  -0.098
C 7.701 5.726 1.110  -0.129
C 7.047 4.718 1.800  -0.581
Cl 6.853 4.904 3.518  0.678
C 6.550 3.569 1.175  -0.304
N 5.876 2.604 1.943  0.052
C 6.336 1.295 2.069  -0.216
C 7.623 0.923 1.680  -0.048
C 8.080 -0.374 1.860  -0.114
C 7.266 -1.324 2.455  -0.134
C 5.996 -0.945 2.882  -0.060
C 5.507 0.343 2.716  -0.147
C 4.140 0.707 3.259  -0.057
C 3.057 0.913 2.163  -0.681
O 3.090 1.999 1.531  -0.044
O 2.260 -0.031 2.001  -0.114
H 7.497 4.391 -1.992  0.098
H 8.394 6.383 -0.808  0.099
H 8.067 6.588 1.650  0.094
H 4.822 2.650 1.848  0.127
H 8.269 1.659 1.215  0.104
H 9.078 -0.638 1.530  0.091
H 7.611 -2.341 2.595  0.089
H 5.356 -1.672 3.370  0.110
H 4.230 1.626 3.846  0.118
H 3.781 -0.095 3.902  0.105
O -1.586 -3.455 -3.373  0.022
C -0.584 -2.824 -3.030  -0.666
O -0.508 -1.651 -2.555  -0.366
C 0.749 -3.541 -3.206  -0.115
C 1.036 -4.183 -4.409  -0.003
C 2.251 -4.814 -4.597  -0.002
C 3.166 -4.822 -3.555  -0.155
C 2.896 -4.225 -2.338  0.007
C 1.680 -3.580 -2.175  -0.010
N 4.467 -5.489 -3.749  -0.346
O 5.249 -5.503 -2.812  0.054
O 4.692 -5.998 -4.841  0.038
H 0.286 -4.180 -5.189  0.118
H 2.500 -5.305 -5.527  0.110
H 3.636 -4.242 -1.551  0.116
H 1.458 -3.092 -1.236  0.107

Calculated values
Strongest force on any atom in eV/Å: 2.39
Electronic energy in a.u.: -6530.198721
Net charge: -2
LUMO energy in hartree: 0.1274